(1)
Density functional theory data (wB97M-V/def2-TZVPD) for C27H71N5O7 as an isolated structure.

```
110
C27H71N5O7 wB97M-V/def2-TZVPD
C -3.05 2.82 -0.23
C -1.53 2.59 -0.13
C -0.75 3.98 -0.08
C -0.83 4.85 1.23
C -0.43 3.91 2.42
C -1.22 2.53 2.44
N -1.24 1.79 1.09
O -1.65 0.46 1.12
C -0.51 1.60 3.51
C -2.64 2.80 2.93
C -0.86 2.01 -1.40
H -3.51 1.84 -0.06
H -3.22 3.06 -1.28
H -3.48 3.55 0.45
H 0.31 3.79 -0.22
H -0.92 4.55 -0.99
H -1.78 5.40 1.27
H -0.02 5.58 1.14
H -0.61 4.37 3.39
H 0.63 3.74 2.22
H 0.43 1.23 3.11
H -0.21 2.14 4.41
H -1.08 0.73 3.83
H -3.44 2.21 2.48
H -2.72 2.68 4.01
H -2.98 3.83 2.84
H 0.21 1.89 -1.18
H -0.85 2.46 -2.39
H -1.32 1.04 -1.56
H -0.77 0.08 1.20
C 4.18 3.40 0.04
O 3.05 4.05 0.71
H 4.06 2.31 -0.02
H 4.09 3.66 -1.02
H 5.20 3.71 0.27
H 3.35 4.48 1.51
C 1.37 0.09 -3.12
O 0.40 0.80 -2.35
H 1.18 0.21 -4.19
H 2.34 0.44 -2.78
H 1.42 -0.96 -2.84
H 0.91 1.19 -1.64
C -1.97 -0.75 2.96
C -1.27 -2.06 3.05
C -2.08 -3.20 2.34
O -1.52 -4.53 2.48
C -1.40 -5.06 3.77
N 0.07 -1.82 2.65
H -2.12 -0.46 1.91
H -1.34 -0.04 3.50
H -2.91 -0.84 3.50
H -1.20 -2.31 4.11
H -2.16 -3.10 1.26
H -3.08 -3.32 2.77
H -0.49 -4.68 4.23
H -1.37 -6.14 3.66
H -2.23 -4.65 4.36
H 0.42 -2.66 2.21
H 0.58 -1.69 3.51
C -2.37 -1.72 -4.87
C -2.17 -1.48 -3.38
C -3.37 -0.86 -2.65
O -3.16 -0.71 -1.24
C -2.52 0.46 -0.85
N -1.99 -2.90 -2.91
H -2.69 -0.87 -5.48
H -3.14 -2.47 -5.05
H -1.47 -2.08 -5.36
H -1.25 -0.90 -3.30
H -4.17 -1.59 -2.78
H -3.60 0.01 -3.27
H -2.78 1.29 -1.50
H -1.47 0.48 -1.15
H -2.57 0.54 0.23
H -1.80 -2.85 -1.92
H -1.18 -3.41 -3.25
C 0.04 -1.39 1.00
C 0.26 -0.37 -0.13
C 1.59 0.32 -0.27
O 1.51 1.52 -1.03
C 2.53 2.44 -0.77
N -0.08 -1.15 -1.33
H 0.89 -2.07 1.11
H -0.83 -2.03 0.82
H -0.09 -0.89 1.96
H -0.50 0.41 -0.09
H 2.36 -0.29 -0.74
H 1.87 0.54 0.76
H 2.22 2.82 0.21
H 2.59 3.28 -1.47
H 3.56 2.11 -0.86
H -0.29 -0.43 -2.00
H -0.99 -1.55 -1.22
C 1.73 -3.48 -0.41
C 2.72 -3.66 -1.56
C 3.38 -2.25 -1.99
O 4.07 -1.78 -0.79
C 4.79 -0.56 -1.05
N 3.86 -4.46 -1.11
H 0.95 -2.80 -0.74
H 2.11 -2.93 0.45
H 1.44 -4.43 0.03
H 2.32 -4.19 -2.43
H 2.56 -1.62 -2.32
H 4.05 -2.41 -2.84
H 5.70 -0.45 -0.46
H 4.15 0.30 -0.84
H 5.11 -0.60 -2.09
H 3.96 -4.56 -0.11
H 4.72 -3.98 -1.34
```

HOMO energy (Ha): -0.2026
HOMO-LUMO gap (eV): 5.72
Strongest force on any atom (eV/Å): 18.3

Here are the Mulliken charges for atoms 1 to 5, given in e:
1 C -1.809
2 C 1.684
3 C -0.823
4 C -0.971
5 C -1.170

=====

(2)
Density functional theory data (wB97M-V/def2-TZVPD) for a 16-piece molecular cluster, C27H71O17P overall.

```
116
C27H71O17P wB97M-V/def2-TZVPD
C -5.45 1.22 1.36
P -4.53 2.77 1.70
C -4.31 3.40 -0.02
C -2.80 2.31 2.08
C -1.80 3.19 1.62
C -0.45 2.99 1.88
C -0.03 1.89 2.60
C -0.98 1.00 3.07
C -2.35 1.20 2.84
C -3.26 0.19 3.46
O -4.34 0.48 3.94
C -2.74 -1.20 3.52
C -1.43 -1.38 3.72
C -0.55 -0.20 3.83
O 0.46 -0.22 4.52
H -4.83 0.36 1.07
H -6.15 1.45 0.56
H -6.04 0.99 2.24
H -3.34 3.14 -0.45
H -5.08 2.95 -0.65
H -4.41 4.49 -0.05
H -2.09 4.06 1.04
H 0.27 3.71 1.52
H 1.02 1.71 2.80
H -3.41 -2.04 3.43
H -0.97 -2.36 3.79
C -0.44 5.88 -1.00
O -1.73 5.26 -1.04
H -0.58 6.87 -0.57
H 0.24 5.32 -0.36
H -0.02 5.97 -2.00
H -1.62 4.39 -1.43
C -0.30 0.33 7.56
O -0.76 0.83 8.81
H 0.77 0.53 7.52
H -0.45 -0.75 7.47
H -0.78 0.83 6.72
H -1.71 0.67 8.86
C 3.93 -1.30 4.83
O 3.52 -0.13 5.53
H 4.84 -1.66 5.31
H 3.17 -2.08 4.89
H 4.14 -1.08 3.78
H 2.71 0.18 5.10
C 1.24 -2.31 1.19
O 1.91 -1.39 2.05
H 1.57 -2.12 0.17
H 1.48 -3.34 1.45
H 0.15 -2.18 1.24
H 1.63 -1.56 2.95
C -0.57 7.51 -4.97
O 0.63 6.82 -4.60
H -1.38 7.09 -4.39
H -0.49 8.58 -4.75
H -0.78 7.38 -6.03
H 1.35 7.19 -5.11
C 3.28 -3.74 -2.57
O 2.14 -3.81 -1.71
H 3.16 -2.87 -3.21
H 4.20 -3.63 -1.99
H 3.36 -4.63 -3.20
H 2.24 -4.58 -1.15
C -1.84 -5.54 2.74
O -0.85 -4.79 3.44
H -1.77 -5.27 1.69
H -1.68 -6.62 2.84
H -2.85 -5.29 3.10
H -0.91 -5.02 4.37
C 3.44 -3.18 -6.98
O 2.88 -2.77 -5.73
H 4.49 -2.91 -6.97
H 3.34 -4.26 -7.11
H 2.95 -2.67 -7.81
H 1.95 -3.00 -5.73
C -7.17 -2.21 1.11
O -5.75 -2.27 1.10
H -7.53 -2.64 0.17
H -7.58 -2.78 1.94
H -7.52 -1.17 1.17
H -5.44 -1.88 1.93
C 4.89 -6.29 -5.92
O 4.17 -7.03 -6.90
H 4.16 -5.73 -5.35
H 5.44 -6.95 -5.24
H 5.59 -5.59 -6.38
H 4.80 -7.53 -7.42
C -1.11 6.48 3.44
O -2.41 5.89 3.44
H -1.22 7.49 3.82
H -0.42 5.93 4.09
H -0.69 6.53 2.43
H -2.32 5.00 3.10
C -5.57 -3.67 4.97
O -4.15 -3.79 4.89
H -5.97 -4.12 4.07
H -5.97 -4.20 5.84
H -5.88 -2.62 5.02
H -3.77 -3.40 5.68
C 4.46 -0.09 -9.21
O 3.74 -0.86 -10.17
H 3.73 0.47 -8.63
H 5.03 -0.74 -8.53
H 5.15 0.61 -9.69
H 4.38 -1.36 -10.69
C 4.98 2.26 7.33
O 5.66 3.22 8.13
H 5.29 2.43 6.30
H 5.22 1.24 7.61
H 3.89 2.39 7.38
H 5.39 3.09 9.04
C 2.28 -0.01 -13.37
O 3.22 0.81 -12.69
H 2.26 0.30 -14.41
H 2.57 -1.07 -13.33
H 1.27 0.10 -12.95
H 3.24 0.54 -11.77
```

HOMO energy (Ha): -0.3073
HOMO-LUMO gap (eV): 7.23
Strongest force on any atom (eV/Å): 0.6

Here are the Mulliken charges for atoms 1 to 5, given in e:
1 C -1.238
2 P 0.094
3 C -1.099
4 C 0.735
5 C -1.549

=====

(3)
Density functional theory data (wB97M-V/def2-TZVPD) for C27H72AlN6 as an isolated structure.

```
106
C27H72AlN6 wB97M-V/def2-TZVPD
C 2.41 -0.18 -4.18
C 2.32 -1.64 -4.71
N 3.57 -2.39 -4.63
Al 3.93 -3.25 -6.32
C 4.10 -1.95 -7.87
N 5.22 -0.97 -7.78
H 2.18 0.53 -4.97
H 1.67 -0.07 -3.38
H 3.38 0.05 -3.74
H 1.99 -1.61 -5.76
H 1.56 -2.16 -4.13
H 4.32 -1.78 -4.37
H 5.19 -4.26 -6.24
H 2.62 -4.18 -6.61
H 3.18 -1.36 -7.94
H 4.23 -2.52 -8.80
H 4.91 -0.06 -7.51
H 5.97 -1.29 -7.20
C 4.27 4.50 1.59
C 4.16 4.38 0.08
N 4.54 3.07 -0.42
C 4.73 3.03 -1.86
C 3.50 3.29 -2.74
C 3.83 1.94 0.15
C 2.31 1.92 0.04
H 5.27 4.22 1.93
H 4.09 5.53 1.89
H 3.54 3.87 2.11
H 4.82 5.12 -0.37
H 3.14 4.66 -0.22
H 5.16 2.07 -2.13
H 5.49 3.77 -2.12
H 2.82 2.45 -2.74
H 3.82 3.44 -3.78
H 2.96 4.19 -2.44
H 4.09 1.89 1.22
H 4.24 1.02 -0.27
H 1.85 2.88 0.30
H 1.90 1.17 0.72
H 1.98 1.65 -0.97
C -3.25 -0.45 1.27
C -1.89 0.04 1.74
N -1.96 0.83 2.96
C -0.73 1.55 3.25
C 0.53 0.73 3.54
C -2.60 0.18 4.09
C -2.03 -1.16 4.57
H -3.95 0.38 1.17
H -3.15 -0.92 0.29
H -3.68 -1.19 1.95
H -1.48 0.67 0.95
H -1.22 -0.82 1.84
H -0.91 2.23 4.08
H -0.52 2.20 2.39
H 0.50 0.27 4.53
H 1.40 1.38 3.53
H 0.70 -0.05 2.80
H -3.65 0.03 3.84
H -2.61 0.88 4.93
H -1.84 -1.85 3.75
H -2.74 -1.64 5.24
H -1.10 -1.03 5.13
C -3.75 3.13 11.11
C -2.77 2.24 10.36
N -3.41 1.42 9.34
C -2.56 0.36 8.82
C -1.29 0.77 8.07
C -4.18 2.15 8.34
C -3.46 3.23 7.52
H -4.58 2.54 11.52
H -3.24 3.62 11.94
H -4.16 3.91 10.47
H -2.31 1.56 11.08
H -1.97 2.86 9.95
H -3.16 -0.29 8.18
H -2.27 -0.26 9.67
H -1.51 1.15 7.08
H -0.65 -0.11 7.94
H -0.70 1.51 8.61
H -5.03 2.62 8.85
H -4.63 1.43 7.66
H -2.85 3.89 8.15
H -4.20 3.86 7.02
H -2.82 2.81 6.75
C -4.02 -5.00 -5.82
C -3.14 -3.80 -6.12
N -1.73 -4.09 -6.07
C -0.88 -2.91 -6.05
C -0.91 -2.00 -7.28
C -1.28 -5.17 -6.93
C -1.55 -5.05 -8.43
H -3.74 -5.46 -4.87
H -5.07 -4.69 -5.75
H -3.96 -5.76 -6.60
H -3.36 -3.03 -5.36
H -3.45 -3.37 -7.09
H 0.15 -3.21 -5.86
H -1.17 -2.31 -5.18
H -0.37 -2.44 -8.12
H -0.40 -1.06 -7.05
H -1.92 -1.75 -7.60
H -1.73 -6.10 -6.57
H -0.20 -5.32 -6.77
H -2.57 -4.75 -8.65
H -1.39 -6.03 -8.91
H -0.87 -4.35 -8.92
```

HOMO energy (Ha): -0.1379
Net charge: -1
HOMO-LUMO gap (eV): 5.67
Strongest force on any atom (eV/Å): 0.9

Here are the Mulliken charges for atoms 1 to 5, given in e:
1 C -1.085
2 C 0.624
3 N -0.525
4 Al 0.110
5 C -0.453

=====

(4)
Density functional theory data (wB97M-V/def2-TZVPD) for a 9-piece molecular cluster, C27H72F9N6O15S3 overall.

```
132
C27H72F9N6O15S3 wB97M-V/def2-TZVPD
C 0.93 5.62 1.73
C 1.73 6.42 0.73
C 2.29 5.60 -0.43
O 2.51 6.30 -1.69
C 2.88 5.43 -2.75
N 0.74 7.42 0.07
H -0.19 7.03 0.01
H 0.66 8.19 0.72
H 1.10 7.72 -0.83
H 1.44 4.74 2.13
H 0.06 5.21 1.23
H 0.57 6.23 2.56
H 2.59 6.89 1.19
H 1.61 4.76 -0.57
H 3.23 5.17 -0.09
H 2.00 4.96 -3.20
H 3.69 4.77 -2.43
H 3.33 6.04 -3.54
C 1.16 -0.39 4.23
C -0.11 -1.10 3.83
C -0.78 -1.97 4.87
O -1.65 -2.89 4.23
C -2.18 -3.93 5.05
N -1.15 -0.11 3.26
H -2.01 -0.65 3.20
H -1.26 0.75 3.77
H -0.99 0.10 2.27
H 1.98 -1.08 4.42
H 1.03 0.25 5.10
H 1.60 0.21 3.43
H 0.17 -1.71 2.98
H -1.30 -1.47 5.69
H -0.02 -2.53 5.42
H -1.48 -4.72 5.33
H -2.99 -4.42 4.51
H -2.44 -3.56 6.05
C -1.13 -3.44 -0.14
C -1.67 -4.71 0.49
C -2.90 -5.34 -0.23
O -2.63 -5.48 -1.63
C -2.27 -6.80 -1.96
N -0.51 -5.73 0.60
H -0.02 -5.73 -0.29
H 0.10 -5.34 1.31
H -0.76 -6.70 0.71
H -0.19 -3.01 0.19
H -1.95 -2.72 -0.09
H -1.09 -3.63 -1.21
H -1.95 -4.53 1.53
H -3.76 -4.68 -0.10
H -3.28 -6.23 0.28
H -2.98 -7.55 -1.61
H -1.27 -7.13 -1.66
H -2.16 -6.91 -3.04
C 4.11 -1.40 -1.57
C 3.66 -2.62 -0.70
C 4.42 -3.94 -0.93
O 5.77 -3.84 -0.50
C 6.61 -4.94 -0.88
N 3.75 -2.26 0.79
H 3.45 -3.06 1.35
H 4.67 -2.04 1.16
H 3.03 -1.59 1.07
H 5.18 -1.20 -1.46
H 3.59 -0.45 -1.43
H 4.11 -1.70 -2.62
H 2.59 -2.77 -0.88
H 4.46 -4.12 -2.01
H 3.97 -4.89 -0.67
H 6.26 -5.38 -1.81
H 6.55 -5.74 -0.13
H 7.69 -4.79 -0.78
C -2.32 3.37 0.10
C -3.64 2.59 -0.07
C -4.37 2.37 1.28
O -4.77 3.61 1.85
C -4.40 3.82 3.22
N -4.63 3.41 -0.98
H -5.56 3.00 -0.93
H -4.61 4.33 -0.55
H -4.38 3.41 -1.96
H -1.61 2.73 0.64
H -2.44 4.17 0.83
H -1.79 3.68 -0.80
H -3.52 1.61 -0.52
H -3.70 1.81 1.93
H -5.23 1.73 1.12
H -4.68 4.82 3.57
H -3.32 3.91 3.34
H -4.73 3.07 3.94
C 0.06 -2.31 -5.39
C -1.03 -1.46 -4.90
C -1.68 -2.07 -3.65
O -2.83 -1.25 -3.44
C -3.44 -1.46 -2.14
N -0.35 -0.15 -4.44
H -1.08 0.53 -4.28
H 0.20 -0.32 -3.61
H 0.35 0.20 -5.09
H 0.62 -1.83 -6.19
H -0.27 -3.24 -5.84
H 0.69 -2.55 -4.53
H -1.80 -1.11 -5.58
H -1.01 -2.14 -2.79
H -2.17 -3.00 -3.95
H -2.78 -0.93 -1.44
H -3.52 -2.47 -1.72
H -4.45 -1.06 -2.12
C -1.71 2.86 5.78
F -2.00 1.54 5.50
F -2.80 3.63 5.65
F -1.23 2.94 6.99
S -0.42 3.39 4.44
O -0.91 2.84 3.14
O -0.50 4.85 4.45
O 0.87 2.81 4.82
C 2.99 1.84 -4.05
F 1.91 1.73 -3.31
F 3.07 3.08 -4.52
F 4.07 1.62 -3.31
S 2.96 0.54 -5.52
O 3.97 0.94 -6.49
O 3.14 -0.76 -4.79
O 1.62 0.70 -6.15
C 1.13 1.87 -0.12
F 1.12 2.35 1.10
F 0.40 2.61 -0.95
F 2.43 1.92 -0.56
S 0.53 0.04 -0.17
O 1.47 -0.63 0.69
O -0.84 -0.11 0.36
O 0.71 -0.31 -1.56
```

HOMO energy (Ha): -0.5235
Net charge: +3
HOMO-LUMO gap (eV): 6.84
Strongest force on any atom (eV/Å): 3.0
Relative energy (zero: lowest compared OMol25 entry of this formula, charge and spin) (kJ/mol): 252.4

Here are the Mulliken charges for atoms 1 to 5, given in e:
1 C -0.943
2 C 0.156
3 C -0.152
4 O -0.517
5 C -0.762